Entry 1:
The following is a quantum chemistry calculation of a structure of composition C30H40Cl2N5OP3Pb at a distorted geometry, from OMol25.

Geometry as XYZ:
```
82
C30H40Cl2N5OP3Pb | OMol25 | ωB97M-V/def2-TZVPD
P -1.688 1.177 0.703
C -2.419 1.655 2.294
C -2.388 2.985 2.713
H -1.862 3.729 2.132
C -3.021 3.358 3.888
H -2.985 4.390 4.209
C -3.693 2.413 4.649
H -4.185 2.707 5.566
C -3.738 1.092 4.228
H -4.261 0.351 4.816
C -3.109 0.710 3.054
H -3.163 -0.324 2.744
C -0.627 2.558 0.194
C 0.519 2.811 0.950
H 0.720 2.228 1.837
C 1.393 3.815 0.570
H 2.277 4.009 1.162
C 1.128 4.578 -0.561
H 1.806 5.369 -0.850
C -0.016 4.333 -1.309
H -0.232 4.934 -2.181
C -0.893 3.325 -0.937
H -1.768 3.123 -1.533
C -3.100 1.075 -0.432
C -4.174 1.955 -0.311
H -4.155 2.747 0.425
C -5.277 1.813 -1.137
H -6.107 2.500 -1.046
C -5.323 0.785 -2.071
H -6.190 0.673 -2.707
C -4.265 -0.107 -2.173
H -4.307 -0.920 -2.885
C -3.155 0.037 -1.355
H -2.337 -0.666 -1.410
Pb 1.222 -2.581 0.748
C 2.178 -2.042 -0.912
C 1.850 -0.886 -1.551
H 2.979 -2.670 -1.293
C 0.785 -0.069 -0.892
O -0.239 0.379 -1.803
H -0.896 0.848 -1.271
C 0.232 -0.858 0.290
H 1.200 0.866 -0.508
C -0.829 -0.334 0.967
Cl 2.730 -4.513 0.900
Cl -0.187 -2.933 2.745
P 2.756 -1.481 2.185
C 3.572 -2.600 3.369
H 4.306 -3.196 2.837
H 2.826 -3.270 3.785
H 4.055 -2.037 4.165
C 4.149 -0.667 1.323
H 3.762 0.112 0.671
H 4.651 -1.414 0.714
H 4.861 -0.233 2.022
C 2.068 -0.162 3.245
H 1.085 -0.474 3.590
H 1.955 0.748 2.663
H 2.709 0.036 4.101
P 2.647 -0.264 -2.976
C 4.187 -1.156 -3.293
C 3.038 1.496 -2.780
H 3.979 -2.206 -3.480
H 4.846 -1.077 -2.434
H 4.679 -0.737 -4.166
H 2.114 2.061 -2.688
H 3.594 1.863 -3.639
H 3.628 1.640 -1.880
C 1.656 -0.379 -4.495
H 1.310 -1.402 -4.621
H 2.243 -0.089 -5.364
H 0.796 0.276 -4.400
H -1.147 -0.839 1.867
N -2.131 -6.454 -0.977
N -1.373 -5.296 -1.071
N -1.230 -4.577 -2.173
C -0.401 -3.573 -1.812
N -0.064 -3.707 -0.512
N -0.683 -4.787 -0.070
H -2.184 -6.967 -0.085
H -2.631 -6.819 -1.801
H -0.055 -2.795 -2.474
```

Results
HOMO = -13.37 eV
Max |F| = 7.39 eV/Å
Charge = +2
Kohn-Sham gap = 8.113 eV
2S+1 = 1
Molar mass = 857.71 u



Entry 2:
The following is a quantum chemistry calculation of a structure of composition C30H41Cl4N2O4PdSb, from OMol25.

Geometry as XYZ:
```
83
C30H41Cl4N2O4PdSb | OMol25 | ωB97M-V/def2-TZVPD
Pd 0.271 -0.369 0.648
Cl -2.824 -5.619 5.599
C -2.633 -4.660 4.148
C -1.673 -3.659 4.099
C -1.542 -2.898 2.955
Cl -0.284 -1.702 2.879
C -2.382 -3.068 1.804
O -2.317 -2.328 0.786
C -3.312 -4.140 1.931
Cl -4.329 -4.469 0.556
C -3.448 -4.918 3.063
H -1.019 -3.480 4.941
H -4.183 -5.710 3.099
C -0.472 -1.638 -5.255
C -1.084 -2.131 -3.949
C -2.603 -2.009 -4.034
C -0.731 -3.600 -3.741
Sb -0.509 -1.067 -2.011
C 1.743 -1.305 -2.029
C 2.403 -1.539 -3.381
C 1.973 -2.510 -1.116
C 2.321 -0.067 -1.361
C -0.853 1.156 -2.487
C -2.371 1.331 -2.463
C -0.249 1.980 -1.349
C -0.302 1.634 -3.826
H -0.884 -2.217 -6.098
H 0.610 -1.762 -5.266
H -0.703 -0.590 -5.433
H -3.001 -2.676 -4.812
H -2.900 -0.989 -4.290
H -3.072 -2.274 -3.083
H -1.076 -4.196 -4.598
H -1.212 -3.992 -2.841
H 0.346 -3.747 -3.645
H 2.051 -2.459 -3.851
H 3.489 -1.639 -3.245
H 2.227 -0.706 -4.067
H 1.492 -3.416 -1.501
H 1.580 -2.304 -0.117
H 3.048 -2.701 -1.006
H 2.180 0.831 -1.965
H 3.391 -0.203 -1.166
H 1.838 0.079 -0.363
H -2.785 0.994 -1.511
H -2.854 0.764 -3.261
H -2.631 2.390 -2.593
H -0.107 1.377 -0.432
H -0.905 2.816 -1.080
H 0.726 2.390 -1.623
H -0.842 1.182 -4.659
H 0.758 1.390 -3.931
H -0.412 2.725 -3.914
N -2.469 0.514 1.281
C -3.675 1.095 1.402
C -3.459 2.379 1.863
C -2.062 2.477 1.997
N -1.479 1.341 1.643
H -2.224 -0.437 0.943
H -4.583 0.568 1.161
H -4.202 3.134 2.057
H -1.473 3.316 2.333
C 3.629 4.034 5.196
C 2.980 4.056 3.842
C 2.953 5.200 3.064
C 2.373 5.168 1.804
Cl 2.348 6.632 0.845
C 1.831 4.003 1.300
C 1.852 2.849 2.071
C 2.415 2.866 3.346
O 2.435 1.822 4.185
C 2.067 0.551 3.648
C 3.125 -0.005 2.622
O 4.298 0.343 2.829
O 2.656 -0.752 1.730
H 3.931 5.036 5.504
H 4.507 3.385 5.168
H 2.951 3.616 5.940
H 3.386 6.120 3.435
H 1.396 3.985 0.310
H 1.436 1.940 1.650
H 1.083 0.607 3.179
H 2.035 -0.126 4.501
```

Results
HOMO = -1.52 eV
Max |F| = 0.89 eV/Å
Charge = -2
Kohn-Sham gap = 5.661 eV
2S+1 = 1
Molar mass = 863.66 u



Entry 3:
The following is a quantum chemistry calculation of a structure of composition C30H41F5N5O2PbSSi2Te, from OMol25.

Geometry as XYZ:
```
88
C30H41F5N5O2PbSSi2Te | OMol25 | ωB97M-V/def2-TZVPD
Pb -0.137 0.602 -0.567
C -4.012 -0.024 0.162
Si -3.171 1.510 0.858
C -4.212 1.986 2.345
C -3.195 2.968 -0.312
C -1.355 1.014 1.314
C -1.436 -0.366 1.894
C -2.003 -0.605 3.148
C -2.118 -1.904 3.605
C -1.661 -2.941 2.806
C -1.091 -2.620 1.592
N -0.975 -1.368 1.140
Si -0.394 2.201 2.500
C -1.453 2.940 3.868
C 0.896 1.179 3.403
C 0.231 3.676 1.533
H -4.849 0.245 -0.486
H -4.418 -0.608 0.992
H -3.343 -0.677 -0.396
H -5.245 2.038 1.988
H -3.969 2.956 2.776
H -4.196 1.237 3.138
H -4.226 3.179 -0.609
H -2.612 2.817 -1.223
H -2.815 3.861 0.192
H -2.345 0.220 3.754
H -2.556 -2.105 4.574
H -1.730 -3.972 3.121
H -0.698 -3.396 0.951
H -2.040 2.216 4.432
H -2.121 3.723 3.511
H -0.763 3.409 4.577
H 0.422 0.654 4.234
H 1.653 1.841 3.831
H 1.391 0.443 2.771
H -0.545 4.446 1.512
H 0.525 3.472 0.506
H 1.100 4.112 2.035
F 2.526 -0.067 -1.756
C 1.462 -0.840 -1.415
F 1.010 -1.420 -2.551
C 1.995 -1.967 -0.518
F 1.093 -2.955 -0.430
F 2.247 -1.525 0.718
F 3.118 -2.491 -1.003
N 3.236 2.881 -0.492
C 2.996 1.926 0.417
N 3.976 1.627 1.296
O 1.898 1.344 0.502
H 4.142 3.295 -0.614
H 2.531 3.074 -1.187
H 4.908 1.986 1.202
H 3.816 0.855 1.919
Te -0.263 2.153 -2.972
C 0.800 3.931 -2.657
C 0.509 4.976 -1.824
C 1.391 6.075 -1.979
C 2.326 5.862 -2.947
S 2.140 4.324 -3.669
H -0.325 4.965 -1.137
H 1.323 6.991 -1.409
H 3.092 6.541 -3.288
C -5.193 -2.923 -3.701
N -3.779 -2.691 -3.430
N -3.353 -1.398 -3.178
C -2.237 -1.443 -2.382
O -1.580 -0.403 -2.134
C -2.037 -2.806 -2.041
C -3.010 -3.523 -2.679
C -3.320 -4.975 -2.607
C -3.664 -0.335 -4.074
C -3.878 0.933 -3.557
C -4.139 1.982 -4.426
C -4.207 1.759 -5.793
C -3.998 0.483 -6.299
C -3.713 -0.569 -5.442
H -5.607 -2.035 -4.169
H -5.741 -3.132 -2.781
H -5.295 -3.756 -4.392
H -1.224 -3.187 -1.450
H -2.503 -5.503 -2.121
H -3.466 -5.398 -3.600
H -4.230 -5.147 -2.028
H -3.824 1.096 -2.490
H -4.294 2.976 -4.028
H -4.419 2.579 -6.466
H -4.042 0.306 -7.365
H -3.521 -1.562 -5.830
```

Results
HOMO = -10.08 eV
Max |F| = 0.37 eV/Å
Charge = +1
Kohn-Sham gap = 7.055 eV
2S+1 = 1
Molar mass = 1021.72 u



Number 2 is which compound? C30H41Cl4N2O4PdSb



Which formula does entry 2 have? C30H41Cl4N2O4PdSb